(1)
8
Properties=species:S:1:pos:R:3 method="wB97M-V/def2-TZVPD" gap_ha=0.3393 homo_energy_ha=-0.3178 energy_ha=-761.15309 smiles=[PH2]#CC#[PH2] relative_energy_kcal_mol=63.9
P 2.212 0.607 -0.830
C 0.543 0.443 -0.426
C -0.801 0.163 -0.255
P -2.480 -0.076 0.227
H 2.374 -0.580 -1.556
H 2.452 -0.056 0.515
H -2.100 0.792 1.371
H -2.200 -1.292 0.953

---

(2)
8
Properties=species:S:1:pos:R:3 method="wB97M-V/def2-TZVPD" gap_ha="0.2764 / 0.2508" homo_energy_ha="-0.2454 / -0.3478" energy_ha=-874.81208 relative_energy_kcal_mol=33.2 multiplicity=3
C 0.919 -0.215 -0.196
C 0.274 -1.350 -0.062
S 1.895 0.996 -0.612
S -1.446 1.299 0.555
H -0.815 -1.429 -0.147
H -0.329 1.867 0.716
H 0.689 -2.124 0.499
H -1.187 0.957 -0.753

---

(3)
11
Properties=species:S:1:pos:R:3 method="wB97M-V/def2-TZVPD" gap_ha=0.1595 homo_energy_ha=-0.4729 energy_ha=-894.25795 relative_energy_kcal_mol=55.4 charge=+1
O 1.830 -1.264 1.330
C 1.555 -0.524 0.378
I 2.765 1.312 0.129
C 0.432 -0.752 -0.709
Al -1.409 -0.056 -0.089
H 0.679 -0.125 -1.646
H 0.379 -1.837 -1.090
H -2.282 0.113 -1.419
H -1.187 1.414 0.532
H -2.191 -1.064 0.846
Mg -0.573 2.783 1.739

---

(4)
12
Properties=species:S:1:pos:R:3 method="wB97M-V/def2-TZVPD" gap_ha=0.1507 homo_energy_ha=-0.7180 energy_ha=-621.73412 charge=+2
Al 2.433 6.322 7.943
O 2.351 4.371 4.173
C 2.227 5.803 4.827
O 2.041 6.719 4.157
O 2.563 5.689 6.056
H 2.272 4.612 3.270
C 2.061 3.872 9.414
O 1.893 4.545 8.036
H 1.964 2.826 9.263
H 3.069 3.990 9.733
H 1.376 4.234 10.074
H 2.146 3.980 7.300

---

(5)
8
Properties=species:S:1:pos:R:3 method="wB97M-V/def2-TZVPD" gap_ha=0.3719 homo_energy_ha=-0.3505 energy_ha=-103.95721 smiles=B1CC1 relative_energy_kcal_mol=22.1
B 0.849 0.583 -0.044
C -0.686 0.384 0.078
C 0.232 -0.811 0.095
H 1.942 1.228 -0.160
H -1.381 0.689 0.840
H -1.285 0.599 -0.898
H 0.253 -1.238 -0.853
H 0.076 -1.435 0.943

---

(6)
9
Properties=species:S:1:pos:R:3 method="wB97M-V/def2-TZVPD" gap_ha=0.2766 homo_energy_ha=-0.3064 energy_ha=-179.17054 relative_energy_kcal_mol=102.8
B 2.221 -0.033 -0.026
C -1.842 -0.177 -0.074
C -0.598 0.261 0.089
O 0.403 -0.573 0.027
H 2.535 1.026 -0.209
H 2.800 -1.061 -0.127
H -2.777 0.470 0.098
H -2.161 -1.237 -0.283
H -0.581 1.324 0.505

---

(7)
8
Properties=species:S:1:pos:R:3 method="wB97M-V/def2-TZVPD" gap_ha=0.4081 homo_energy_ha=-0.3739 energy_ha=-2653.15422 smiles="C=C.Br" relative_energy_kcal_mol=25.8
C -0.791 0.191 -0.513
C -1.799 -0.037 0.256
H -0.175 0.979 -0.383
H -0.599 -0.473 -1.284
H -2.502 -0.745 -0.072
H -1.831 0.534 1.084
Br 3.616 0.001 -0.137
H 4.080 -0.450 1.049

---

(8)
11
Properties=species:S:1:pos:R:3 method="wB97M-V/def2-TZVPD" gap_ha="0.3505 / 0.2476" homo_energy_ha="-0.5220 / -0.4696" energy_ha=-3627.93160 relative_energy_kcal_mol=76.8 charge=+1
C -0.205 1.451 0.452
C 0.830 -2.084 0.605
N -1.009 0.882 -0.700
Cl -0.354 -2.009 -0.569
Cl 2.268 -1.229 0.243
Br 1.551 1.851 -0.054
H -0.247 0.745 1.299
H 0.472 -1.970 1.732
H -0.868 1.504 -1.553
H -1.938 0.890 -0.471
H -0.501 -0.032 -0.983